A 15-piece molecular cluster, C23H77N29O16P overall at a distorted geometry. Source: OMol25; level of theory: the ωB97M-V functional and the def2-TZVPD basis.

Last column: Mulliken charge in e.
Element x y z (Å)
C  -7.03487  -2.21927  0.58957  -1.821
C  -5.80347  -1.35034  0.90356  1.193
C  -6.12522  -0.46145  2.12823  -1.113
C  -4.60585  -2.29835  1.27303  -0.809
C  -3.50132  -2.34145  0.16896  -1.179
C  -2.09688  -1.77036  0.52098  0.521
O  -1.74290  -0.95464  -0.61698  -0.457
P  -2.47513  0.62963  -0.30822  -0.014
O  -2.88152  0.25937  1.39488  -0.511
C  -1.96225  -0.77012  1.68296  -0.136
C  -1.83178  -1.29963  3.13444  -1.172
C  -2.05464  -2.79227  3.30715  0.132
N  -1.34318  -3.47068  4.11822  -0.864
H  -6.76078  -3.04345  -0.07938  0.414
H  -7.40924  -2.68062  1.51878  0.416
H  -7.86577  -1.61756  0.19663  0.362
H  -5.53254  -0.69656  0.06965  0.062
H  -6.02550  -1.07973  3.03719  0.431
H  -7.16464  -0.10296  2.12091  0.082
H  -5.40543  0.35328  2.22973  0.074
H  -4.25064  -1.97310  2.25299  0.170
H  -5.01909  -3.30990  1.41792  0.568
H  -3.35915  -3.40156  -0.10174  0.153
H  -3.91574  -1.87370  -0.72251  0.819
H  -1.35161  -2.57010  0.67306  0.060
H  -2.16450  1.10106  -1.65333  -0.021
H  -1.22720  1.27993  0.06898  -0.022
H  -3.07533  1.95827  -0.03785  0.033
H  -3.75959  0.30132  -0.85083  -0.225
H  -0.96913  -0.32044  1.48256  0.510
H  -2.50505  -0.71840  3.78384  0.159
H  -0.81469  -1.07125  3.47307  0.532
H  -2.82433  -3.34137  2.76356  0.635
H  -0.67910  -2.84361  4.57854  0.189
C  1.54098  -2.20321  -1.92495  0.579
O  0.84677  -3.14672  -1.58042  -0.698
N  1.07834  -0.92992  -2.01867  -0.109
N  2.86906  -2.37467  -2.24517  -0.385
H  1.64632  -0.15045  -2.29805  0.220
H  0.10751  -0.77259  -1.77595  0.120
H  3.23205  -3.30804  -2.18451  0.125
H  3.48163  -1.63152  -2.53327  0.212
C  0.14333  -6.96864  2.39017  0.614
O  0.22719  -7.37052  3.54083  -0.696
N  0.30640  -7.81307  1.31898  -0.534
N  -0.11942  -5.67725  2.07027  -0.119
H  0.24424  -7.52034  0.36017  0.177
H  0.50791  -8.77529  1.52326  0.258
H  -0.25329  -5.02465  2.82957  0.141
H  -0.18713  -5.34206  1.12571  0.103
C  4.86567  -0.04287  0.50646  0.584
O  4.49446  0.87381  -0.22149  -0.776
N  5.70817  0.13757  1.56255  -0.288
N  4.47062  -1.32527  0.32425  -0.171
H  6.00562  -0.61847  2.15495  0.226
H  6.02869  1.06859  1.74994  0.190
H  3.84805  -1.51581  -0.44255  0.219
H  4.77465  -2.08027  0.91281  0.090
C  -3.93118  3.80637  3.47422  0.590
O  -3.54874  4.48679  2.53962  -0.633
N  -4.03848  2.45085  3.41424  -0.120
N  -4.29241  4.35732  4.67994  -0.405
H  -4.35438  1.88479  4.17822  0.182
H  -3.78092  1.99718  2.54741  -0.144
H  -4.22520  5.35392  4.76601  0.235
H  -4.61302  3.81994  5.46213  0.147
C  -6.57978  2.53332  -0.54392  0.532
O  -6.16794  1.54484  -1.11882  -0.641
N  -7.70740  3.20528  -0.95758  -0.231
N  -5.97270  3.05045  0.55732  -0.101
H  -8.07123  4.02695  -0.50952  0.091
H  -8.17589  2.84748  -1.76855  0.110
H  -5.13938  2.58696  0.88168  0.016
H  -6.30377  3.85947  1.04755  0.144
C  7.18922  2.46703  -2.58043  0.591
O  6.69453  1.57508  -3.25260  -0.703
N  6.84154  2.69271  -1.28772  -0.231
N  8.14414  3.31411  -3.07990  -0.377
H  7.23788  3.42613  -0.73068  0.154
H  6.14648  2.08401  -0.87865  0.191
H  8.42512  3.17953  -4.03311  0.164
H  8.56730  4.05563  -2.54667  0.162
C  -0.46526  -0.18115  -5.76610  0.593
O  -1.07279  0.46630  -4.94105  -0.610
N  0.67005  -0.88243  -5.47198  -0.310
N  -0.86815  -0.26217  -7.07668  -0.400
H  1.18143  -1.41549  -6.14846  0.143
H  0.99845  -0.85596  -4.52070  0.203
H  -1.69881  0.23940  -7.32922  0.231
H  -0.38409  -0.79033  -7.77661  0.144
C  -3.14798  -9.38538  0.07510  0.632
O  -2.51167  -9.59370  -0.94638  -0.662
N  -4.49359  -9.61788  0.15605  -0.386
N  -2.57102  -8.90693  1.21045  -0.231
H  -5.03708  -9.45201  0.98112  0.164
H  -4.94817  -9.96800  -0.66639  0.222
H  -1.57897  -8.71883  1.17920  0.158
H  -3.07324  -8.73067  2.06008  0.159
C  11.01410  3.99938  -0.55339  0.683
O  10.64514  4.91552  -1.28093  -0.669
N  11.86831  4.19749  0.48920  -0.361
N  10.59094  2.72170  -0.73512  -0.330
H  12.17902  3.46510  1.09824  0.152
H  12.19274  5.13516  0.64942  0.208
H  9.96046  2.55585  -1.50313  0.162
H  10.86627  1.95075  -0.15698  0.159
C  11.56511  8.61391  0.63295  0.662
O  11.41470  8.30142  1.80316  -0.647
N  11.12536  7.83754  -0.39508  -0.293
N  12.19425  9.77108  0.26221  -0.382
H  11.24502  8.07140  -1.36196  0.146
H  10.65834  6.97728  -0.16363  0.138
H  12.53067  10.36495  0.99706  0.219
H  12.32998  10.04913  -0.69064  0.160
C  8.03315  -1.91554  -4.10533  0.602
O  7.13202  -2.29209  -3.37776  -0.621
N  9.07115  -2.74045  -4.46163  -0.395
N  8.09291  -0.65852  -4.62648  -0.311
H  9.82467  -2.45953  -5.05873  0.146
H  9.05908  -3.67427  -4.09652  0.224
H  7.35128  -0.01185  -4.39207  0.259
H  8.83151  -0.34884  -5.22809  0.143
C  5.50030  -3.42762  3.84508  0.612
O  5.60037  -2.46108  3.10282  -0.675
N  4.30081  -3.85012  4.32492  -0.359
N  6.58190  -4.15625  4.24417  -0.405
H  4.19017  -4.64045  4.93120  0.165
H  3.48596  -3.33357  4.04436  0.203
H  7.48002  -3.86897  3.90191  0.215
H  6.52230  -4.95244  4.84955  0.165
C  -10.11058  5.70529  -2.62833  0.646
O  -9.66021  5.63240  -1.49698  -0.617
N  -10.02345  6.84265  -3.37524  -0.425
N  -10.73447  4.65521  -3.23593  -0.369
H  -10.38284  6.92527  -4.30670  0.150
H  -9.56579  7.63126  -2.95639  0.220
H  -10.81537  3.80298  -2.71168  0.225
H  -11.10857  4.69205  -4.16468  0.164
C  -10.91793  2.31976  1.95324  0.534
O  -11.69676  1.78872  2.73072  -0.680
N  -9.81171  1.69315  1.46971  -0.217
N  -11.09724  3.59827  1.49791  -0.306
H  -9.16733  2.12666  0.83164  0.224
H  -9.64146  0.75186  1.77355  0.079
H  -11.90249  4.09315  1.83205  0.178
H  -10.47447  4.05595  0.85627  0.194

Summary:
**Net charge**: -1
**Frontier orbital gap**: 5.2 eV
**Spin multiplicity**: 1